This record from the Open Molecules 2025 dataset describes a 5-piece molecular cluster, C19H50NO23P5S2 overall in a non-equilibrium geometry. The level of theory is ωB97M-V/def2-TZVPD.

XYZ file:
```
100
Properties=species:S:1:pos:R:3:lowdin_charge:R:1
C -6.66809 2.06630 0.46195 -0.0526
C -6.80654 1.08992 -0.88015 -0.3571
O -8.15277 0.44400 -0.74142 -0.1305
C -6.82929 1.96065 -2.24350 -0.0908
C -5.43801 2.51097 -2.84994 -0.3785
C -5.75989 2.37309 -4.48735 -0.1398
C -4.84257 3.33653 -5.43312 -0.1609
N -4.01778 2.69139 -6.36326 0.0403
O -5.37099 3.91261 -2.31954 -0.2077
S -3.74811 4.53887 -2.34713 0.8995
O -3.23230 5.30701 -1.10932 -0.2863
O -3.40108 5.55774 -3.49973 -0.3286
O -3.04692 3.05057 -2.80019 -0.3160
C -3.97832 1.89708 -2.55731 -0.7421
S -3.25162 0.55539 -3.69495 0.7965
P -3.37799 1.31905 -0.85463 0.9290
O -3.13580 2.61104 0.28378 -0.3069
O -1.77975 0.63354 -1.12427 -0.3620
H -6.98195 3.15355 0.16075 0.0905
H -5.62332 1.97929 0.98192 0.0640
H -7.48258 1.69500 1.24715 0.1044
H -6.03593 0.18652 -0.85964 0.1268
H -8.13661 -0.47825 -1.13411 0.1071
H -7.54437 2.89755 -2.05390 0.1617
H -7.40548 1.31336 -3.06541 0.1393
H -5.81460 1.24076 -4.83496 0.1250
H -6.87927 2.77350 -4.59330 0.1358
H -4.84566 4.52712 -5.41174 0.1321
H -4.19461 1.65265 -6.22499 0.0068
H -3.97695 -0.64416 -3.57682 -0.0737
H -3.97217 3.18009 0.21717 0.0493
H -1.86953 -0.36434 -1.02852 0.0727
C -0.61580 6.40569 -2.52122 -0.1164
O 0.06638 7.51448 -1.96891 -0.2219
P 1.54122 7.83237 -2.53414 0.4304
O 1.58334 8.23450 -3.97434 -0.2437
O 2.38266 6.50636 -2.18218 -0.2134
C 2.34826 5.99515 -0.86640 -0.1162
O 2.10846 8.92858 -1.49963 -0.2214
C 1.87271 10.28642 -1.81016 -0.1166
H -1.61410 6.71924 -2.83300 0.0682
H -0.08595 5.98580 -3.38126 0.0985
H -0.71043 5.63421 -1.75146 0.0838
H 1.89127 5.00133 -0.89220 0.0908
H 1.77301 6.63103 -0.18751 0.0886
H 3.36881 5.90636 -0.49341 0.0903
H 1.81705 10.85771 -0.87985 0.0892
H 0.93560 10.41641 -2.35883 0.0890
H 2.70545 10.66686 -2.40824 0.0926
C -0.52449 0.30634 1.82702 -0.1172
O -0.00585 -0.99420 2.02561 -0.2302
P 0.64108 -1.32109 3.46446 0.4303
O -0.32609 -1.28595 4.60508 -0.2477
O 1.85989 -0.27698 3.58494 -0.2122
C 2.78820 -0.17337 2.52601 -0.1124
O 1.37399 -2.73597 3.23072 -0.2160
C 0.61693 -3.90089 3.48679 -0.1132
H -1.54069 0.22997 1.43505 0.0644
H -0.53945 0.88720 2.75390 0.0949
H 0.10069 0.82415 1.09375 0.0903
H 2.72422 0.83494 2.10601 0.0895
H 2.59627 -0.89994 1.73141 0.0899
H 3.79309 -0.33073 2.91838 0.0751
H 0.97990 -4.70721 2.84410 0.0814
H -0.44606 -3.74195 3.28454 0.0896
H 0.75322 -4.19418 4.53143 0.0920
C -2.87894 -9.03597 1.65609 -0.1111
O -1.67740 -9.23180 2.37565 -0.2285
P -0.33042 -8.60661 1.75079 0.4311
O -0.31143 -7.11253 1.67985 -0.2447
O -0.18457 -9.34837 0.32998 -0.2128
C -0.26717 -10.75687 0.27416 -0.1147
O 0.83582 -9.26514 2.64516 -0.2182
C 1.23579 -8.55721 3.80041 -0.1118
H -3.63900 -8.63748 2.33111 0.0933
H -2.74617 -8.34654 0.81718 0.0905
H -3.21772 -10.00226 1.27115 0.0893
H -1.14200 -11.02964 -0.32371 0.0915
H -0.36235 -11.20804 1.26589 0.0887
H 0.62856 -11.14593 -0.21043 0.0931
H 1.59633 -9.27098 4.54573 0.0914
H 0.40644 -7.98878 4.23074 0.0887
H 2.05181 -7.87759 3.53941 0.0938
C 8.04195 1.02734 2.29207 -0.1100
O 7.97331 0.01907 1.30287 -0.2289
P 7.47699 -1.44137 1.76810 0.4347
O 6.06042 -1.49529 2.24567 -0.2387
O 8.57125 -1.89049 2.85946 -0.2115
C 9.94350 -1.80395 2.53811 -0.1143
O 7.80665 -2.37019 0.49441 -0.2178
C 6.79048 -2.51187 -0.47671 -0.1127
H 7.51213 1.91344 1.93675 0.0930
H 7.60288 0.70190 3.23971 0.0916
H 9.09231 1.28444 2.45735 0.0897
H 10.41268 -1.08088 3.21208 0.0919
H 10.11002 -1.48421 1.50555 0.0886
H 10.40537 -2.77997 2.68837 0.0930
H 7.25405 -2.68782 -1.45093 0.0911
H 6.16788 -1.61499 -0.54078 0.0884
H 6.16863 -3.37437 -0.22121 0.0945
```

Computed properties:
SMILES: [H]/N=C\C[C@]1(C[C@@H](C)O)OS(=O)(=O)O[C@@]1(S)P(O)O.COP(=O)(OC)OC.COP(=O)(OC)OC.COP(=O)(OC)OC.COP(=O)(OC)OC
Maximum force (eV/A): 6.9
HOMO (Ha): -0.335
Lowest unoccupied orbital energy (eV): -0.88
ΔE to the lowest compared entry with this formula, charge and spin (eV): 6.520


This record from the Open Molecules 2025 dataset describes an isolated molecule of C9H14Si in a non-equilibrium geometry. The level of theory is ωB97M-V/def2-TZVPD.

XYZ file:
```
24
Properties=species:S:1:pos:R:3:nbo_charge:R:1
C 2.74988 -1.00789 -1.73075 -0.3298
C 0.60272 2.90998 0.17202 -0.3430
C 0.34095 -2.23266 1.68442 -0.4138
C 1.50097 -0.61730 -1.63591 -0.6652
C 1.00171 1.70808 0.48528 -0.6386
C 0.32156 -0.88983 1.61369 -0.5354
C -2.44138 -0.65680 -0.35242 -0.4297
C -2.35800 0.56972 0.44542 -0.4061
C -1.49078 0.40930 -0.74076 -0.7055
Si 0.31642 0.12659 -0.28767 1.5544
H 3.23592 -1.53486 -2.55085 0.1971
H 3.48773 -0.99930 -0.84386 0.1791
H 0.92199 3.92337 0.58703 0.1893
H -0.02080 3.04821 -0.60394 0.1682
H 0.26682 -2.69967 2.68045 0.1970
H 0.53141 -2.81933 0.70930 0.1984
H 1.11110 -0.70081 -2.72636 0.2239
H 1.72484 1.48303 1.26387 0.2152
H 0.14083 -0.37219 2.51097 0.1915
H -2.03954 -1.58598 0.17619 0.2191
H -3.04822 -0.98704 -1.12521 0.2262
H -3.36484 1.19131 0.41546 0.2261
H -1.83953 0.48809 1.40151 0.2268
H -1.65178 1.24597 -1.54790 0.2547
```

Computed properties:
SMILES: C=C[Si](C=C)(C=C)C1CC1
Maximum force (eV/A): 4.3
HOMO (Ha): -0.352
Lowest unoccupied orbital energy (eV): 1.03
ΔE to the lowest compared entry with this formula, charge and spin (eV): 5.377


This record from the Open Molecules 2025 dataset describes a 3-piece molecular cluster, C26H57ClNO13P2S overall in a non-equilibrium geometry. The level of theory is ωB97M-V/def2-TZVPD.

XYZ file:
```
101
Properties=species:S:1:pos:R:3:lowdin_charge:R:1
C 10.41282 2.06386 1.88203 -0.0136
C 9.87867 0.65880 1.65385 -0.5137
O 9.87965 -0.11824 2.57947 0.0805
N 9.46202 0.35808 0.33411 0.0051
C 8.00208 0.36686 0.13294 -0.2103
C 7.17982 -0.51890 1.07408 -0.2138
C 5.73416 -0.65466 0.54296 -0.2343
C 4.90107 0.62589 0.70418 -0.2183
C 3.53075 0.53368 -0.01564 -0.3215
C 3.59853 1.51946 -1.18727 -0.2193
C 2.25191 1.57259 -1.93713 -0.1950
C 1.67592 2.99385 -1.98743 -0.2324
C 1.17954 3.49658 -0.61897 -0.2516
S 1.44854 5.27793 -0.59592 0.3118
O 0.63959 5.82972 -1.64174 -0.3648
O 2.83240 5.56926 -0.76353 -0.3399
Cl 0.77280 6.07123 1.18723 0.3241
O 2.54177 1.04015 0.96467 -0.2007
C 1.38162 0.25571 0.96762 -0.2559
C 1.01810 -0.24062 2.36036 -0.3830
C 0.87097 0.91924 3.36900 -0.0310
O -0.24728 -0.90383 2.24948 -0.0781
H 10.60268 2.23612 2.93817 0.0721
H 11.39043 2.09532 1.38866 0.0790
H 9.77775 2.83164 1.44231 0.0778
H 9.89960 -0.48003 -0.01937 0.1149
H 7.83776 -0.02867 -0.87419 0.1167
H 7.58471 1.37344 0.11716 0.1056
H 7.09665 -0.05903 2.06535 0.1045
H 7.64442 -1.49625 1.23011 0.1034
H 5.24746 -1.45573 1.10757 0.0963
H 5.73006 -0.97852 -0.50362 0.0949
H 5.47166 1.45858 0.25453 0.0793
H 4.70532 0.77460 1.77056 0.1069
H 4.39828 1.22839 -1.87097 0.1015
H 3.86575 2.52321 -0.78178 0.1040
H 2.40076 1.25701 -2.97480 0.1031
H 1.52077 0.89320 -1.50092 0.0902
H 0.85168 3.09812 -2.69858 0.1069
H 2.46001 3.65128 -2.37160 0.1024
H 1.65074 3.00135 0.23860 0.0949
H 0.10092 3.34876 -0.54026 0.0818
H 1.55034 -0.62650 0.34370 0.1076
H 0.54363 0.86880 0.57831 0.1137
H 1.76662 -0.95519 2.70101 0.1405
H 0.85511 1.89498 2.88423 0.0703
H 1.67370 0.90072 4.11028 0.0696
H -0.05115 0.75183 3.92890 0.0587
H -0.77325 -0.44944 1.57828 0.0458
O -3.03899 0.37718 0.98460 -0.2079
P -4.30183 1.19145 0.90848 0.6274
O -3.69692 2.70106 1.00384 -0.1998
C -3.02800 3.27917 -0.12646 -0.2790
C -4.02758 3.93603 -1.06075 -0.0786
O -4.71148 1.01315 2.50878 -0.2373
C -4.52543 -0.22906 3.19655 -0.2965
C -3.41388 -0.10137 4.21294 -0.0649
O -5.82640 1.74894 0.65022 -0.2047
C -6.92744 0.83803 0.83958 -0.2682
C -7.80198 1.36762 1.95232 -0.0691
H -2.43708 2.52526 -0.65635 0.1090
H -2.33830 4.03022 0.25987 0.1141
H -4.67951 3.18894 -1.51970 0.0667
H -3.51146 4.47713 -1.85500 0.0780
H -4.66533 4.62881 -0.51185 0.0802
H -4.32803 -1.04294 2.49678 0.0931
H -5.46680 -0.45822 3.70773 0.1100
H -2.47910 0.17595 3.73759 0.0559
H -3.26565 -1.04089 4.74832 0.0795
H -3.65421 0.68142 4.93609 0.0787
H -6.57593 -0.17139 1.06442 0.1118
H -7.49036 0.79459 -0.09424 0.1164
H -7.24995 1.40991 2.89031 0.0721
H -8.67991 0.73497 2.08930 0.0789
H -8.12892 2.38426 1.72933 0.0813
O -4.83187 -2.93178 -1.99091 -0.2337
P -3.58927 -3.75136 -2.01406 0.5453
O -2.55037 -3.00449 -1.03452 -0.1800
C -2.82555 -2.96116 0.37310 -0.2777
C -2.33275 -4.22126 1.05924 -0.0717
O -2.97299 -3.31024 -3.47701 -0.2207
C -3.84216 -2.99197 -4.56330 -0.3104
C -3.79042 -1.50629 -4.84684 -0.0745
O -2.74287 -5.14769 -2.05262 -0.1964
C -3.04158 -6.10270 -3.08908 -0.2704
C -1.80846 -6.28638 -3.94273 -0.0680
H -3.89772 -2.81954 0.54595 0.1023
H -2.30948 -2.09063 0.77060 0.0908
H -2.89880 -5.09489 0.72376 0.0637
H -2.44100 -4.13518 2.14118 0.0773
H -1.28587 -4.40154 0.81825 0.0864
H -4.86436 -3.31542 -4.36194 0.1010
H -3.48799 -3.54965 -5.43611 0.1122
H -4.09075 -0.93424 -3.96914 0.0752
H -4.44768 -1.24550 -5.67896 0.0738
H -2.77262 -1.20400 -5.09611 0.0793
H -3.89279 -5.78124 -3.69459 0.1093
H -3.31092 -7.04487 -2.60822 0.1154
H -1.53380 -5.35221 -4.43104 0.0754
H -1.97575 -7.04653 -4.70712 0.0783
H -0.95956 -6.58409 -3.32647 0.0836
```

Computed properties:
Charge: -1
Maximum force (eV/A): 8.4
HOMO (Ha): -0.073
Lowest unoccupied orbital energy (eV): 1.04


This record from the Open Molecules 2025 dataset describes C11H12FNO4 as an isolated structure in a non-equilibrium geometry. The level of theory is ωB97M-V/def2-TZVPD.

XYZ file:
```
29
Properties=species:S:1:pos:R:3:nbo_charge:R:1
F 1.09525 -0.00785 -0.16564 -0.4845
N 3.55520 -0.06992 0.14505 -0.3691
C 4.17850 -1.21994 0.19780 0.0411
C 5.57733 -1.26280 0.36256 -0.2494
C 6.26872 -0.06671 0.44207 -0.1878
C 5.57775 1.12724 0.33841 -0.2496
C 4.17974 1.08299 0.17461 0.0406
H 3.57751 -2.12770 0.13242 0.1985
H 6.04651 -2.22760 0.43274 0.2152
H 7.33163 -0.06612 0.60751 0.2158
H 6.05129 2.09043 0.39154 0.2150
H 3.58148 1.98920 0.09303 0.1987
C -4.19976 -0.10184 -1.52749 -0.6629
C -3.92568 0.04798 -0.03296 0.5109
C -5.27736 0.10401 0.67699 -0.6246
O -3.21609 -1.05974 0.51825 -0.4966
C -1.82702 -1.11559 0.23391 0.6039
O -1.33702 -2.22159 0.32652 -0.4048
C -1.17957 0.08382 -0.12341 0.0220
C -1.87506 1.30937 -0.01203 0.6073
O -1.40279 2.41782 -0.14979 -0.4115
O -3.25534 1.26743 0.28308 -0.4953
H -3.29057 -0.14651 -2.13853 0.2187
H -4.76836 -1.03257 -1.65967 0.2352
H -4.80066 0.76414 -1.83978 0.2353
H -5.10085 0.21726 1.75171 0.2320
H -5.83340 0.96766 0.30251 0.2269
H -5.80308 -0.83451 0.48723 0.2266
H 0.07170 0.09167 -0.24863 0.3924
```

Computed properties:
Maximum force (eV/A): 4.4
HOMO (Ha): -0.323
Lowest unoccupied orbital energy (eV): -4.38
ΔE to the lowest compared entry with this formula, charge and spin (eV): 0.000


This record from the Open Molecules 2025 dataset describes an isolated ion of composition C4H5O2S and charge -1 in a non-equilibrium geometry. The level of theory is ωB97M-V/def2-TZVPD.

XYZ file:
```
12
Properties=species:S:1:pos:R:3:nbo_charge:R:1
C 0.28378 -0.25438 0.53329 -0.1741
C 1.53526 0.08409 0.41063 -0.2755
C -1.99941 0.49471 -0.22717 -0.6055
C -1.09501 -0.62960 0.26511 -0.4575
O 3.59628 1.09774 -0.80866 -1.0359
O 3.91022 -1.13930 -0.13188 -1.0231
S 3.46797 0.18427 0.31974 1.5615
H -3.03113 0.26213 -0.39479 0.1943
H -1.59751 0.98606 -1.21557 0.2038
H -2.23053 1.38890 0.39120 0.2061
H -1.16117 -1.49198 -0.47189 0.2237
H -1.67876 -0.98264 1.32998 0.1822
```

Computed properties:
Charge: -1
Maximum force (eV/A): 6.9
HOMO (Ha): -0.143
Lowest unoccupied orbital energy (eV): 3.59
ΔE to the lowest compared entry with this formula, charge and spin (eV): 3.554


This record from the Open Molecules 2025 dataset describes a 2-piece molecular cluster, C20H18F3N3O5S2 overall in a non-equilibrium geometry. The level of theory is ωB97M-V/def2-TZVPD.

XYZ file:
```
51
Properties=species:S:1:pos:R:3:nbo_charge:R:1
C 0.39723 0.67100 4.78756 -0.2685
O 1.31686 -0.23763 4.08711 -0.5102
C 2.10599 0.36844 3.15091 0.3560
C 2.67679 -0.48195 2.19974 0.0070
N 2.30845 -1.89125 2.10473 -0.3062
C 1.04824 -2.18660 1.66629 0.2198
N 1.00248 -3.49940 1.35856 -0.2866
C -0.02890 -4.17090 0.55590 -0.4232
C 2.25722 -4.03585 1.60121 -0.0601
C 3.07118 -3.04254 2.03339 0.0000
C 3.21818 0.09513 1.03918 0.3371
O 3.84296 -0.81251 0.23671 -0.5105
C 4.70232 -0.25097 -0.78182 -0.2510
C 3.09610 1.49247 0.78799 -0.3275
C 2.60316 2.32664 1.79045 -0.1221
C 2.22151 1.77473 3.01271 -0.3291
H -0.42657 0.04348 5.13425 0.2143
H 0.94213 1.09197 5.64850 0.1923
H 0.03910 1.48587 4.12059 0.2084
H -0.97484 -3.62796 0.59775 0.2648
H 0.32853 -4.22444 -0.48700 0.2321
H -0.16749 -5.18301 0.95622 0.2295
H 2.40997 -5.08717 1.47888 0.2462
H 4.10658 -3.03797 2.33306 0.2551
H 4.87551 -1.04058 -1.51492 0.2083
H 4.18331 0.58198 -1.26706 0.1886
H 5.64260 0.11600 -0.33672 0.1922
H 3.48360 1.93890 -0.13867 0.2382
H 2.56266 3.40321 1.60921 0.2417
H 1.94707 2.40170 3.85828 0.2388
F -1.14293 -2.26273 3.45123 -0.3239
C -1.53296 -1.53499 2.36157 0.8581
F -2.31449 -2.29961 1.53674 -0.3049
F -2.32315 -0.51087 2.75834 -0.2801
S -0.02728 -0.94029 1.52782 0.3699
N -3.80130 0.94549 -0.76471 -0.9750
C -4.64537 0.22908 -1.56323 0.6427
O -4.89697 -0.97629 -1.51658 -0.6531
C -5.28961 1.24411 -2.48769 -0.1372
C -4.77539 2.50818 -2.31129 -0.2919
C -5.32762 3.64986 -2.88721 -0.2024
C -6.46213 3.48615 -3.69662 -0.2129
C -6.99119 2.20069 -3.94436 -0.2288
C -6.36189 1.08473 -3.37536 -0.1771
S -3.57751 2.52312 -0.98900 2.3074
O -4.10953 3.35799 0.06366 -0.9605
O -2.27935 2.90494 -1.49961 -0.9692
H -4.87260 4.61571 -2.66580 0.2253
H -6.92052 4.36616 -4.14308 0.2060
H -7.86091 2.08203 -4.60189 0.2103
H -6.65767 0.05809 -3.58115 0.2220
```

Computed properties:
Maximum force (eV/A): 3.7
HOMO (Ha): -0.256
Lowest unoccupied orbital energy (eV): -1.23
ΔE to the lowest compared entry with this formula, charge and spin (eV): 0.844